The following is a quantum chemistry calculation of a 3-piece molecular cluster, C13H27BrFNO6S overall in a non-equilibrium geometry, from OMol25.

Values from the calculation:
Total charge: 0
SMILES string: C#CN(C[C@H](C)Br)S(=O)(=O)F.COCCOC.COCCOC
Max |F|, hartree/bohr: 0.1505
Energy relative to the best compared isomer or geometry (same formula, charge and spin), kcal per mole: 85.8
Multiplicity: 1
Energy, Ha: -4089.47741
HOMO, hartree: -0.331
Gap between HOMO and LUMO, Eh: 0.2918

Last columns: bonded neighbours and bond lengths (Å).
Geometry (Å):
1 C 0.4912 4.1197 4.2251  C2 1.326, H12 1.162
2 C 0.2446 2.9137 4.7179  C1 1.326, N3 1.475
3 N 0.0192 1.4683 4.9060  C2 1.475, C4 1.500, S8 1.728
4 C -1.4113 1.1181 5.1902  N3 1.500, C5 1.612, H13 1.152, H14 1.168
5 C -2.4056 1.1408 3.9216  C4 1.612, C6 1.630, Br7 2.029, H15 1.148
6 C -2.9116 2.6251 3.4785  C5 1.630, H16 1.166, H17 1.156, H18 1.159
7 Br -4.0835 0.1658 4.5144  C5 2.029
8 S 0.7351 0.4997 3.6669  N3 1.728, O9 1.519, O10 1.521, F11 1.709
9 O 2.1943 0.2774 4.0250  S8 1.519
10 O 0.0984 -0.8766 3.5463  S8 1.521
11 F 0.6866 1.2649 2.1396  S8 1.709
12 H 0.7125 5.1320 3.7000  C1 1.162
13 H -1.4611 0.0720 5.6703  C4 1.152
14 H -1.8616 1.8515 5.9796  C4 1.168
15 H -2.0441 0.5644 2.9967  C5 1.148
16 H -4.0596 2.7706 3.6234  C6 1.166
17 H -2.4143 3.4151 4.1600  C6 1.156
18 H -2.6415 2.7444 2.3579  C6 1.159
19 C 1.3607 -4.4056 0.7183  O20 1.422, H25 1.092, H26 1.093, H27 1.094
20 O 1.4239 -3.9776 -0.6362  C19 1.422, C21 1.427
21 C 0.2159 -4.2469 -1.3476  O20 1.427, C22 1.528, H28 1.096, H29 1.094
22 C -0.6454 -2.9914 -1.4750  C21 1.528, O23 1.428, H30 1.095, H31 1.096
23 O -1.1289 -2.5619 -0.2022  C22 1.428, C24 1.422
24 C -0.3816 -1.4689 0.3168  O23 1.422, H32 1.095, H33 1.092, H34 1.091
25 H 2.1961 -3.9537 1.2575  C19 1.092
26 H 0.4299 -4.0991 1.2030  C19 1.093
27 H 1.4612 -5.4941 0.7667  C19 1.094
28 H -0.3432 -5.0612 -0.8734  C21 1.096
29 H 0.5035 -4.5773 -2.3505  C21 1.094
30 H -1.5227 -3.2291 -2.0854  C22 1.095
31 H -0.0960 -2.1866 -1.9762  C22 1.096
32 H -0.6584 -0.5502 -0.2102  C24 1.095
33 H 0.6946 -1.6318 0.2342  C24 1.092
34 H -0.6326 -1.3555 1.3729  C24 1.091
35 C 2.1801 0.0418 -3.1694  O36 1.422, H41 1.092, H42 1.093, H43 1.094
36 O 0.8663 -0.0863 -3.6988  C35 1.422, C37 1.427
37 C 0.0153 0.9892 -3.3034  O36 1.427, C38 1.528, H44 1.096, H45 1.095
38 C -0.1342 2.0199 -4.4215  C37 1.528, O39 1.428, H46 1.095, H47 1.096
39 O 1.1008 2.6871 -4.6818  C38 1.428, C40 1.422
40 C 1.7577 2.1752 -5.8345  O39 1.422, H48 1.094, H49 1.091, H50 1.092
41 H 2.8309 -0.6557 -3.7010  C35 1.092
42 H 2.5777 1.0521 -3.2974  C35 1.093
43 H 2.1778 -0.2223 -2.1075  C35 1.094
44 H 0.3806 1.4575 -2.3825  C37 1.096
45 H -0.9679 0.5568 -3.0923  C37 1.095
46 H -0.8477 2.7851 -4.0991  C38 1.095
47 H -0.5277 1.5569 -5.3330  C38 1.096
48 H 1.2566 2.5388 -6.7366  C40 1.094
49 H 1.7831 1.0841 -5.8410  C40 1.091
50 H 2.7858 2.5440 -5.8325  C40 1.092